Version A
C5H10NO2 as an isolated structure, computed with wB97M-V/def2-TZVPD.

Values from the calculation:
E_LUMO (eV): 3.489
Orbital gap (eV): 5.89
HOMO level (Ha): -0.088

Structure (ORCA input):
```
! wB97M-V def2-TZVPD RIJCOSX def2/J DEFGRID3
* xyz -1 1
C 0.137 -0.573 1.097
C 1.223 0.055 0.211
C 2.656 -0.635 0.012
O 3.222 -0.183 -1.097
C -1.064 -0.518 0.231
N -1.708 0.825 0.418
C -2.183 1.204 -0.915
O -1.373 -1.389 -0.555
H 0.006 0.062 1.978
H 0.451 -1.569 1.414
H 1.371 1.131 0.361
H 0.837 0.168 -0.826
H 2.350 -1.752 0.003
H 3.308 -0.554 0.932
H -2.218 -0.178 0.656
H -2.982 1.965 -0.941
H -2.629 0.315 -1.404
H -1.401 1.629 -1.576
*
```

***

Version B
An isolated ion of composition C5H10NO2 and charge -1, computed with wB97M-V/def2-TZVPD.

Values from the calculation:
E_LUMO (eV): 4.146
Orbital gap (eV): 7.01
HOMO level (Ha): -0.105
SMILES string: N[C@@H]1CCCO[C@@H]1[O-]

Structure (ORCA input):
```
! wB97M-V def2-TZVPD RIJCOSX def2/J DEFGRID3
* xyz -1 1
N 0.389 -2.482 -0.088
C -0.176 -1.098 -0.085
C -0.387 -0.384 -1.442
C -1.046 1.032 -1.288
C -0.726 1.663 0.092
O -0.484 0.907 1.177
C 0.754 -0.048 1.088
O 1.838 0.622 0.916
H 1.216 -2.454 -0.588
H -0.283 -3.259 -0.682
H -1.183 -1.269 0.505
H -1.034 -1.150 -1.992
H 0.486 -0.387 -1.985
H -1.972 1.281 -1.745
H -0.443 1.548 -2.005
H -1.717 2.306 0.323
H 0.208 2.183 -0.109
H 0.649 -0.641 1.953
*
```

***

Of them, version A has the lowest stability.

***

Version A
One molecule with the formula C3H2N2, computed with wB97M-V/def2-TZVPD.

Values from the calculation:
E_LUMO (eV): 0.476
Orbital gap (eV): 12.28
HOMO level (Ha): -0.434

Structure (ORCA input):
```
! wB97M-V def2-TZVPD RIJCOSX def2/J DEFGRID3
* xyz 0 1
C -0.004 -0.351 0.015
C -2.275 -1.623 0.031
C 2.246 -1.629 -0.054
N 1.202 -1.158 0.066
N -1.206 -1.158 -0.051
H 0.171 0.166 -0.847
H -0.166 0.421 0.792
*
```

***

Version B
One molecule with the formula C3H2N2, computed with wB97M-V/def2-TZVPD.

Values from the calculation:
E_LUMO (eV): -0.461
Orbital gap (eV): 11.68
HOMO level (Ha): -0.446
SMILES string: N#CCC#N

Structure (ORCA input):
```
! wB97M-V def2-TZVPD RIJCOSX def2/J DEFGRID3
* xyz 0 1
N 1.914 -1.380 -0.446
C 0.812 -1.017 -0.500
C -0.349 -0.180 -0.173
C -0.211 1.324 0.343
N -0.472 2.074 1.285
H -0.650 -0.169 -1.160
H -1.044 -0.652 0.651
*
```

***

Version C
One molecule with the formula C3H2N2, computed with wB97M-V/def2-TZVPD.

Values from the calculation:
E_LUMO (eV): 0.360
Orbital gap (eV): 11.20
HOMO level (Ha): -0.398
SMILES string: N#C[C@H]1C=N1

Structure (ORCA input):
```
! wB97M-V def2-TZVPD RIJCOSX def2/J DEFGRID3
* xyz 0 1
N 0.214 3.018 -1.027
C 0.360 2.032 -0.453
C 0.101 0.830 0.313
C 0.650 -0.394 -0.213
N 1.246 0.038 0.813
H -0.820 0.702 0.981
H 0.656 -1.066 -1.045
*
```

***

Of them, version A has the lowest stability.

***

Version A
A 2-piece molecular cluster, CH6S2 overall, computed with wB97M-V/def2-TZVPD.

Values from the calculation:
E_LUMO (eV): 0.121
Orbital gap (eV): 9.90
HOMO level (Ha): -0.359
SMILES string: SS.C

Structure (ORCA input):
```
! wB97M-V def2-TZVPD RIJCOSX def2/J DEFGRID3
* xyz 0 1
S 5.406 -1.807 2.924
S 6.378 -2.019 1.043
H 4.901 -3.004 3.114
H 5.258 -1.603 0.389
C -4.385 1.693 -1.489
H -3.393 1.586 -1.062
H -4.980 2.330 -0.838
H -4.262 2.073 -2.503
H -4.924 0.751 -1.579
*
```

***

Version B
A 2-piece molecular cluster, CH6S2 overall, computed with wB97M-V/def2-TZVPD.

Values from the calculation:
E_LUMO (eV): 0.460
Orbital gap (eV): 9.24
HOMO level (Ha): -0.323
SMILES string: SS.C

Structure (ORCA input):
```
! wB97M-V def2-TZVPD RIJCOSX def2/J DEFGRID3
* xyz 0 1
S 1.828 -1.544 1.331
S 1.609 0.414 0.867
H 1.090 -1.547 2.459
H 2.896 0.594 0.533
C -5.922 1.831 -3.838
H -4.866 1.588 -3.942
H -6.408 2.307 -4.687
H -5.934 2.539 -3.013
H -6.472 0.901 -3.730
*
```

***

Of them, version B has the lowest stability.

***

Version A
One molecule with the formula C3H3IN2O, computed with wB97M-V/def2-TZVPD.

Values from the calculation:
E_LUMO (eV): 0.112
Orbital gap (eV): 9.44
HOMO level (Ha): -0.343

Structure (ORCA input):
```
! wB97M-V def2-TZVPD RIJCOSX def2/J DEFGRID3
* xyz 0 1
C 1.208 -1.343 -0.250
C 0.920 -0.177 0.564
C -1.397 -0.274 0.459
N 1.352 -2.248 -0.906
N -0.366 0.360 0.095
O -0.172 1.439 -0.749
I -3.198 0.625 -0.327
H 1.864 0.461 0.587
H 0.845 -0.409 1.654
H -1.056 1.566 -1.127
*
```

***

Version B
One molecule with the formula C3H3IN2O, computed with wB97M-V/def2-TZVPD.

Values from the calculation:
E_LUMO (eV): 0.313
Orbital gap (eV): 9.80
HOMO level (Ha): -0.349
SMILES string: ICc1ncon1

Structure (ORCA input):
```
! wB97M-V def2-TZVPD RIJCOSX def2/J DEFGRID3
* xyz 0 1
I 2.717 -0.938 0.486
C 1.083 -0.719 -0.894
C -0.052 -0.040 -0.289
N -0.236 -0.115 1.009
C -1.247 0.689 1.267
O -1.808 1.043 0.112
N -1.107 0.693 -0.916
H 1.564 -0.118 -1.615
H 0.698 -1.571 -1.326
H -1.613 1.077 2.168
*
```

***

Of them, version A has the lowest stability.

***

Version A
C4H8N4 as an isolated structure, computed with wB97M-V/def2-TZVPD.

Values from the calculation:
E_LUMO (eV): -0.128
Orbital gap (eV): 8.37
HOMO level (Ha): -0.312

Structure (ORCA input):
```
! wB97M-V def2-TZVPD RIJCOSX def2/J DEFGRID3
* xyz 0 1
C -0.780 -1.479 -0.789
C 0.831 1.142 -0.959
N -0.746 -1.536 0.666
C 0.085 0.552 0.239
N -0.328 1.610 1.136
N -1.123 -0.218 -0.176
C 0.904 -0.524 0.993
N 1.858 -0.937 1.552
H -0.508 -2.399 1.156
H -0.920 2.265 0.634
H -0.901 1.207 1.873
H 0.170 -1.620 -1.296
H -1.615 -1.984 -1.262
H 1.601 1.829 -0.598
H 0.149 1.712 -1.598
H 1.321 0.381 -1.570
*
```

***

Version B
One molecule with the formula C4H8N4, computed with wB97M-V/def2-TZVPD.

Values from the calculation:
E_LUMO (eV): 0.598
Orbital gap (eV): 9.51
HOMO level (Ha): -0.327
SMILES string: [H]/N=c1/cnn(C)n1C

Structure (ORCA input):
```
! wB97M-V def2-TZVPD RIJCOSX def2/J DEFGRID3
* xyz 0 1
H 2.917 0.508 0.690
N 2.529 -0.474 0.221
C 1.262 -0.548 0.188
C 0.660 -1.874 -0.183
N -0.623 -1.687 -0.424
N -0.929 -0.331 -0.430
C -2.126 -0.109 0.442
N 0.205 0.315 0.257
C 0.460 1.539 -0.438
H 1.154 -2.790 -0.301
H -2.470 0.961 0.219
H -1.866 -0.266 1.552
H -2.916 -0.959 0.132
H 1.254 1.991 0.121
H 0.949 1.342 -1.437
H -0.461 2.381 -0.610
*
```

***

Of them, version A has the lowest stability.

***

Version A
A 2-piece molecular cluster, C4H8N4 overall, computed with wB97M-V/def2-TZVPD.

Values from the calculation:
E_LUMO (alpha / beta) (eV): -1.656 / -0.688
Orbital gap (alpha / beta) (eV): 7.02 / 8.10
HOMO level (alpha / beta) (Ha): -0.319 / -0.323

Structure (ORCA input):
```
! wB97M-V def2-TZVPD RIJCOSX def2/J DEFGRID3
* xyz 0 1
C 1.060 -1.021 -0.414
C -0.245 1.312 -0.212
C 0.622 0.019 -1.190
N -0.003 2.492 -0.853
C -0.939 -1.361 2.418
N -0.852 1.029 0.804
N -1.186 -1.452 1.192
N 0.585 0.372 -2.408
H -0.680 3.220 -0.692
H 0.251 2.336 -1.824
H 1.083 -0.260 -3.029
H -0.480 -1.106 0.417
H 0.878 -2.046 -0.712
H 1.657 -0.838 0.468
H -0.322 -0.625 2.946
H -1.430 -2.070 3.089
*
```

***

Version B
A 2-piece molecular cluster, C4H8N4 overall, computed with wB97M-V/def2-TZVPD.

Values from the calculation:
E_LUMO (eV): 0.191
Orbital gap (eV): 8.17
HOMO level (Ha): -0.293

Structure (ORCA input):
```
! wB97M-V def2-TZVPD RIJCOSX def2/J DEFGRID3
* xyz 0 1
C 3.089 -0.783 -0.023
C 0.432 1.425 0.080
C -0.840 1.412 0.012
C -3.344 -0.914 -0.069
H 2.444 -1.650 -0.261
H 4.201 -0.719 -0.519
H 3.194 -1.176 1.375
H 1.017 2.324 -0.081
H -1.597 2.240 0.080
H -0.714 -0.585 0.207
H -4.408 -0.694 -0.456
H -2.785 -1.899 0.133
N 2.339 0.391 -0.245
N 1.158 0.180 -0.202
N -1.433 0.233 0.157
N -2.754 0.214 -0.188
*
```

***

Of them, version B has the lowest stability.